Below is a 2-piece molecular cluster, C2H8NOS overall, with properties calculated with ωB97M-V with the def2-TZVPD basis set.

Structure (ORCA input):
```
! wB97M-V def2-TZVPD RIJCOSX def2/J DEFGRID3
* xyz 1 1
C -1.917 -0.192 -0.675
C 1.923 -0.309 0.069
N -1.109 0.284 0.596
O 1.388 0.785 0.386
S 3.520 -0.374 -0.372
H -1.564 0.436 -1.500
H -2.987 -0.163 -0.356
H -1.633 -1.277 -0.776
H 1.350 -1.224 -0.139
H -1.168 -0.403 1.374
H -1.478 1.096 1.007
H -0.092 0.401 0.608
H 3.764 0.940 -0.221
*
```

As for the total energy: -608.90643 hartree. The HOMO-LUMO gap comes out at 10.82 eV. As for the LUMO energy: -3.59 eV. The calculation puts the energy above the lowest of the compared OMol25 structures with the same formula, charge and spin at 24.4 kcal/mol.